The following is a quantum chemistry calculation of a single C12H14N2O3S molecule at a distorted geometry, from OMol25.

Energy (eV): -32628.7424
Orbital gap (eV): 9.18
Relative energy (zero: lowest compared OMol25 entry of this formula, charge and spin) (kJ/mol): 140.4
SMILES string: Cc1ccccc1NC1=NC(=O)C(CO)(CO)S1
Lowest unoccupied orbital energy (eV): 0.306

Each line ends with the natural charge from an NBO analysis.
Positions of all 32 atoms, in Å:
C (0.982, -1.054, -3.616)  -0.6443
C (-0.010, 0.016, -3.205)  -0.0493
C (-0.327, 1.101, -4.081)  -0.2022
C (-1.240, 2.112, -3.655)  -0.2093
C (-1.829, 2.035, -2.373)  -0.2083
C (-1.495, 0.963, -1.537)  -0.2520
C (-0.547, -0.011, -1.909)  0.1955
N (-0.163, -1.031, -1.058)  -0.5999
C (0.159, -0.933, 0.243)  0.3655
N (0.193, -2.045, 0.887)  -0.5494
C (0.425, -1.827, 2.231)  0.6455
O (0.317, -2.769, 3.006)  -0.5644
C (0.503, -0.393, 2.699)  -0.3010
C (-0.581, -0.014, 3.725)  -0.0653
O (-1.879, -0.535, 3.340)  -0.7315
C (1.830, -0.004, 3.361)  -0.0623
O (1.920, 1.397, 3.611)  -0.7128
S (0.279, 0.599, 1.175)  0.2238
H (1.904, -1.019, -3.023)  0.2257
H (1.231, -0.903, -4.654)  0.2298
H (0.593, -2.082, -3.529)  0.2117
H (0.139, 1.251, -5.056)  0.2197
H (-1.450, 3.003, -4.258)  0.2175
H (-2.480, 2.850, -2.045)  0.2225
H (-2.043, 0.905, -0.576)  0.2347
H (0.135, -1.882, -1.492)  0.4222
H (-0.288, -0.380, 4.718)  0.1922
H (-0.668, 1.110, 3.834)  0.2067
H (-1.927, -1.494, 3.564)  0.4843
H (2.638, -0.242, 2.625)  0.1721
H (2.025, -0.597, 4.268)  0.2138
H (1.655, 1.873, 2.783)  0.4689

Atoms 1-3, force components in eV/Å:
C -0.168 0.065 0.139
C 0.235 0.864 -0.755
C -1.045 0.463 1.385